Below is a cluster of 2 separate species, C4H2Br2ClF5 in total, with properties calculated with the ωB97M-V functional and the def2-TZVPD basis.

```
14
Properties=species:S:1:pos:R:3:forces:R:3:lowdin_charge:R:1
C -0.52198 0.26583 0.64975 0.474 1.583 -0.110 -0.161
C 0.32042 1.61181 0.50415 0.518 -2.328 -1.262 -1.136
C -2.03613 0.38769 0.38428 0.892 -0.452 0.801 -0.622
C 2.53283 0.43119 0.72090 -2.479 1.622 0.733 -0.845
F -2.60578 -0.83237 0.15758 0.172 0.458 1.081 0.114
F -2.70796 1.03336 1.37424 0.087 -0.423 -1.302 0.121
F -2.12061 0.96610 -0.80520 -0.951 1.271 -0.220 0.109
F 2.09357 -0.29716 1.76461 1.010 -0.226 -0.804 0.010
F 3.37384 1.35582 1.16141 -0.022 -0.592 -0.296 0.037
Cl 0.11761 2.60096 1.86268 0.202 0.516 0.265 0.688
Br 0.55104 2.50970 -1.19295 -0.239 -0.435 0.829 0.672
Br 3.03563 -0.43608 -0.88664 -0.033 0.001 0.624 0.777
H -0.36518 -0.44587 -0.17255 1.295 -0.044 0.635 0.124
H -0.18052 0.04882 1.69002 -0.926 -0.951 -0.973 0.111
```
Forces are in eV/Å.

The calculation puts the HOMO energy (spin up / spin down) at -9.03 / -8.82 eV. As for the total energy: -170372.1369 eV. Its HOMO-LUMO gap (spin up / spin down) is 8.210 / 8.160 eV. As for the relative energy (zero: lowest compared OMol25 entry of this formula, charge and spin): 0.00 kcal per mole.